DFT (wB97M-V/def2-TZVPD) results for a cluster of 2 separate species, C2H8NS in total at a distorted geometry.

```
! wB97M-V def2-TZVPD RIJCOSX def2/J DEFGRID3
* xyz -1 1
C 0.56 -0.04 1.29
N 1.33 -0.37 0.08
C 0.55 -0.25 -1.16
H -0.01 0.85 1.02
H -0.23 -0.77 1.52
H 1.21 0.15 2.14
H 1.69 -1.31 0.17
H -0.43 -0.75 -1.11
H 1.14 -0.59 -2.00
H 0.22 0.79 -1.24
S -2.42 0.86 -0.33
H -3.62 1.43 -0.38
*
```

Computed properties:
* HOMO energy: -2.58 eV
* maximum force: 1.2 eV/A
* frontier orbital gap: 0.251 hartree
* energy above the lowest of the compared OMol25 structures with the same formula, charge and spin: 14.7 kcal per mole
* energy: -533.9476 a.u.
* LUMO: 0.1563 Eh

These are the Mulliken partial charges, in e, on atoms 1 to 8: -0.70, -0.43, -0.82, 0.22, 0.27, 0.27, 0.22, 0.28